[1]
Below is a structure of composition C18H34N8ReS at a distorted geometry, with properties calculated with ωB97M-V/def2-TZVPD.

The spin multiplicity is 2. Its HOMO energy (alpha / beta) is -0.791 / -0.792 Ha. As for the net charge: +4. The calculation puts the LUMO energy (alpha / beta) at -15.41 / -14.80 eV.

XYZ file:
```
62
Properties=species:S:1:pos:R:3:lowdin_spin:R:1
Re 0.19408 -0.18012 0.35660 0.99
C 2.90332 0.58747 2.73916 0.00
C 1.72733 -0.32501 3.08125 0.00
N 0.38952 0.06341 2.55319 0.01
C -0.04386 1.41769 2.98916 0.00
C 0.31535 2.49966 1.96638 0.00
N -0.00576 2.10529 0.57083 0.00
C 0.67970 3.00770 -0.37418 0.00
C 0.45492 2.74345 -1.87864 0.00
C -0.11934 1.40115 -2.32780 0.00
N 0.50864 0.14856 -1.82360 0.00
C 1.94181 -0.05132 -2.16639 0.00
C 2.86869 0.55656 -1.11700 0.00
N 2.48984 0.12587 0.24608 0.00
C 3.20925 0.90865 1.26054 0.00
H 2.81549 1.52835 3.28456 0.00
H 3.77221 0.08967 3.17992 0.00
H 1.92214 -1.34940 2.75065 0.00
H 1.67693 -0.35536 4.17661 0.00
H -0.24982 -0.60440 3.00369 0.00
H -1.12021 1.40155 3.16812 0.00
H 0.41658 1.68241 3.94672 0.00
H -0.21066 3.41977 2.24361 0.00
H 1.37893 2.72130 2.02480 0.00
H -1.00563 2.26258 0.42160 0.00
H 0.36143 4.03848 -0.17027 0.00
H 1.74566 2.98870 -0.14830 0.00
H -0.24333 3.48511 -2.26963 0.00
H 1.39481 2.93963 -2.39480 0.00
H -1.17679 1.33825 -2.05388 0.00
H -0.07087 1.40573 -3.42196 0.00
H 0.00245 -0.58344 -2.32696 0.00
H 2.12300 -1.12757 -2.23560 0.00
H 2.17555 0.38640 -3.14029 0.00
H 3.89812 0.26394 -1.34464 0.00
H 2.83494 1.64296 -1.16608 0.00
H 2.80586 -0.84328 0.35974 0.00
H 4.28509 0.75729 1.11087 0.00
H 3.04346 1.96934 1.06326 0.00
C -3.03282 -2.87572 -2.36059 0.00
C -2.27723 -2.07580 -1.36981 0.00
N -1.07437 -2.31400 -0.97082 -0.03
N -0.39452 -3.42759 -1.32743 0.00
C 0.70333 -3.73580 -0.62507 0.00
N 1.39150 -4.83001 -0.82568 0.01
S 1.21997 -2.59997 0.57031 -0.02
C -2.92272 -0.96134 -0.66146 0.00
C -4.30939 -0.81366 -0.75702 0.00
C -4.97896 0.10835 0.03122 0.01
C -4.22887 0.86708 0.91383 0.00
C -2.85372 0.68832 0.93241 0.01
N -2.18486 -0.18572 0.17323 0.00
H -2.39530 -3.47038 -3.01517 0.00
H -3.64044 -2.23039 -2.99412 0.00
H -3.72194 -3.55942 -1.85413 0.00
H -0.81144 -4.10188 -1.97530 0.00
H 1.12532 -5.54572 -1.49680 0.00
H 2.20295 -5.05656 -0.25848 0.00
H -4.88313 -1.43525 -1.42727 0.00
H -6.05096 0.22190 -0.04071 0.00
H -4.69061 1.58296 1.57534 0.00
H -2.28065 1.28357 1.62616 0.00
```


[2]
Below is the molecule C18H34O3, with properties calculated with ωB97M-V/def2-TZVPD.

Its HOMO energy is -0.345 Ha. As for the SMILES: CCCCCCCCCCCCC(=O)CCCCC(=O)O. The calculation puts the LUMO energy at 0.84 eV.

XYZ file:
```
55
Properties=species:S:1:pos:R:3:mulliken_charge:R:1
C -0.95393 1.38985 -1.97517 -0.90
C -1.04007 0.89434 -3.41426 -0.97
C 0.02933 -0.14576 -3.74984 -0.29
C 1.43549 0.44368 -3.83687 -0.43
C 2.48264 -0.57562 -4.28568 -1.06
C 2.72549 -1.74607 -3.32897 -0.70
C 3.34406 -1.35652 -1.97960 -0.82
C 2.32745 -1.14497 -0.85776 0.50
C 3.02214 -0.88414 0.47779 -1.04
C 2.04497 -0.61887 1.62453 -0.52
C 1.47931 0.79935 1.60736 -0.09
C 0.44162 1.01990 2.72071 -1.13
C -0.84526 0.30475 2.37111 0.86
O -0.98114 -0.88616 2.51740 -0.62
C -1.90413 1.19805 1.77144 -1.14
C -3.19045 0.46905 1.38361 -0.72
C -4.20431 0.36570 2.52473 -0.91
C -3.77635 -0.57572 3.64942 -0.57
C -2.85569 0.05692 4.65769 0.54
O -2.54576 1.21830 4.72243 -0.58
O -2.41844 -0.84371 5.54510 -0.47
H -1.77694 2.06860 -1.75982 0.48
H -1.01058 0.54889 -1.28626 0.17
H -0.02220 1.92367 -1.80179 0.31
H -0.95148 1.74182 -4.09803 0.35
H -2.02450 0.44632 -3.56970 0.37
H 0.00181 -0.93137 -2.99319 0.16
H -0.21415 -0.60324 -4.71222 0.40
H 1.42483 1.26256 -4.56190 0.45
H 1.73046 0.86539 -2.87666 0.14
H 3.43114 -0.05403 -4.43974 0.36
H 2.17561 -0.98418 -5.25254 0.39
H 1.79393 -2.28765 -3.16047 0.37
H 3.40629 -2.43417 -3.83641 0.35
H 4.02536 -2.15087 -1.66389 0.43
H 3.94217 -0.45066 -2.10269 0.37
H 1.70468 -2.03788 -0.76310 0.28
H 1.67175 -0.30971 -1.09828 -0.48
H 3.63108 -1.75641 0.72704 0.41
H 3.69908 -0.03166 0.37626 0.32
H 2.56281 -0.77000 2.57483 0.34
H 1.22592 -1.33830 1.57970 0.27
H 2.29554 1.51253 1.74575 0.47
H 1.01696 1.00814 0.64064 -0.26
H 0.25306 2.08545 2.84788 0.41
H 0.83568 0.61267 3.65328 0.41
H -1.45718 1.68007 0.89839 0.59
H -2.12189 1.98299 2.49824 0.57
H -3.66337 1.00331 0.55693 0.38
H -2.93724 -0.53452 1.03446 0.39
H -4.38257 1.35895 2.94262 0.36
H -5.14635 0.00048 2.11072 0.39
H -4.64849 -0.92730 4.20660 0.46
H -3.26636 -1.45429 3.25126 0.26
H -1.82184 -0.42795 6.18690 0.36
```


[3]
Below is a structure of composition C18H35GaN9P2 at a distorted geometry, with properties calculated with ωB97M-V/def2-TZVPD.

Its HOMO energy is -0.117 Ha. As for the net charge: -1. The calculation puts the LUMO energy at 1.32 eV.

XYZ file:
```
65
Properties=species:S:1:pos:R:3:mulliken_charge:R:1
C 1.26566 -3.97226 1.75662 -1.13
P 1.36686 -2.42419 2.80997 0.28
C 2.73420 -1.40075 2.03773 -0.80
Ga -0.66964 -1.24329 2.85076 0.22
P -2.49178 -2.53617 2.05575 0.36
N -3.81323 -1.64531 1.86015 -0.72
H 1.12609 -4.82120 2.42684 0.29
H 2.24239 -4.11445 1.27987 0.34
H 0.51516 -3.94973 0.96284 0.28
H 2.41000 -0.40673 1.73685 0.24
H 3.55729 -1.35728 2.75397 -0.08
H 3.13779 -1.92033 1.15972 0.34
H -0.58696 0.13482 2.04325 -0.25
H -1.03935 -0.85072 4.36864 -0.35
H -2.16605 -3.20858 0.83899 -0.02
H -2.74650 -3.56813 3.01801 -0.01
H -4.13440 -1.69375 0.90847 0.11
C -6.25506 -1.46700 -2.25406 -0.73
C -6.01206 -2.26869 -1.04893 0.40
N -5.81087 -2.90275 -0.11311 -0.40
H -7.32471 -1.41637 -2.45030 0.32
H -5.86086 -0.46167 -2.12446 0.19
H -5.76341 -1.93554 -3.10537 0.22
C 0.98922 3.20942 0.78033 -0.95
C 1.23208 2.39634 1.96993 0.44
N 1.40719 1.76718 2.91178 -0.37
H -0.06885 3.20650 0.55238 0.28
H 1.30828 4.23201 0.96881 0.31
H 1.54506 2.81362 -0.06960 0.31
C 0.65783 -1.41668 6.67670 -0.49
C 1.23785 -1.63223 8.00802 0.13
N 1.69081 -1.80061 9.04966 -0.41
H 0.68558 -2.34051 6.10208 0.23
H -0.37391 -1.08761 6.76943 0.32
H 1.22468 -0.65714 6.14284 0.23
C -2.48851 2.37897 3.60499 -0.40
C -1.95233 3.39012 2.69250 0.37
N -1.53672 4.17907 1.96897 -0.51
H -3.54638 2.22745 3.40038 0.30
H -1.96486 1.43347 3.46611 -0.21
H -2.36177 2.71380 4.63301 0.27
C -2.56495 0.04148 -3.47205 -0.73
C -3.12916 0.16538 -2.12282 0.22
N -3.55880 0.27100 -1.06424 -0.38
H -3.36167 -0.01186 -4.20912 0.33
H -1.94157 0.90417 -3.68832 0.25
H -1.96076 -0.86082 -3.53609 0.30
C 0.72539 1.12374 -6.42783 -0.73
C -0.64515 0.60405 -6.38088 0.33
N -1.71800 0.20014 -6.34430 -0.42
H 1.34842 0.60419 -5.70320 0.31
H 1.13838 0.97245 -7.42134 0.20
H 0.72715 2.18646 -6.19757 0.29
C 6.45923 -0.11113 3.36261 -0.77
C 5.77947 0.52214 2.23073 0.36
N 5.24063 1.01572 1.34776 -0.37
H 5.77100 -0.78459 3.87039 0.29
H 7.31792 -0.67677 3.00648 0.25
H 6.79572 0.65120 4.06224 0.27
C 2.52168 2.98502 -9.57809 -0.82
C 3.05146 2.83004 -8.22027 0.36
N 3.47038 2.71220 -7.15953 -0.39
H 2.62364 2.04796 -10.12181 0.28
H 1.46982 3.26116 -9.53339 0.28
H 3.07392 3.76354 -10.09987 0.33
```


[4]
Below is a structure of composition C18H35GdN2S at a distorted geometry, with properties calculated with ωB97M-V/def2-TZVPD.

The spin multiplicity is 8. Its HOMO energy (alpha / beta) is -0.480 / -0.483 Ha. As for the net charge: +2. The calculation puts the LUMO energy (alpha / beta) at -8.19 / -8.16 eV.

XYZ file:
```
57
Properties=species:S:1:pos:R:3:lowdin_spin:R:1
C 1.09543 1.85192 -1.85278 0.22
H 2.04189 2.32551 -1.46643 0.00
H 1.32032 1.04705 -2.58924 0.00
H 1.62969 0.66852 0.31160 -0.01
C -0.10156 2.66321 -1.74636 0.01
H -0.95111 2.08506 -2.10001 0.00
H -0.29328 3.01630 -0.70256 0.00
C 0.14066 3.84307 -2.63243 0.01
H -0.68535 4.45267 -2.69825 0.00
H 0.98566 4.47162 -2.27607 0.00
H 0.37754 3.55572 -3.66761 0.00
C -1.23743 -2.14702 -0.81670 -0.02
C -1.89074 -1.31299 -1.78695 -0.03
C -0.93238 -0.96916 -2.80125 -0.01
C 0.32598 -1.59114 -2.45295 0.00
C 0.13190 -2.32433 -1.23384 -0.03
C 1.11144 -3.23122 -0.58180 0.00
C 1.56757 -1.57780 -3.27605 0.00
C -1.19939 -0.20687 -4.05539 0.00
C -3.34035 -0.98550 -1.79693 0.00
C -1.88011 -2.84463 0.32959 0.00
Gd 0.08337 0.45113 -0.58484 6.87
H 2.43176 -1.83249 -2.67232 0.00
H 1.48744 -2.31385 -4.07839 0.00
H 1.73696 -0.60535 -3.73015 0.00
H 2.11720 -3.01122 -0.92251 0.00
H 1.09274 -3.12114 0.49997 0.00
H 0.89135 -4.27389 -0.82089 0.00
H -2.78337 -2.33577 0.62774 0.00
H -2.14449 -3.87020 0.07362 0.00
H -1.21201 -2.87851 1.17851 0.00
H -3.52364 -0.08770 -2.37407 0.00
H -3.93940 -1.79038 -2.22981 0.00
H -3.70027 -0.80900 -0.79067 0.00
H -0.39730 0.48975 -4.27024 0.00
H -1.28836 -0.88334 -4.90597 0.00
H -2.12091 0.35401 -3.97158 0.00
C 3.18186 0.22107 3.64021 0.00
N 1.77898 0.64516 3.73243 0.00
C 1.50879 1.70359 4.70942 0.00
C 0.92484 0.40535 2.73002 0.00
S 1.57878 -0.33486 1.29305 -0.01
N -0.39598 0.68426 2.89911 0.00
C -0.99801 0.40255 4.20439 0.00
C -1.30490 0.67482 1.76728 -0.01
H 3.67056 0.48710 4.58236 0.00
H 3.68731 0.72111 2.80934 0.00
H 3.22744 -0.86012 3.49185 0.00
H 0.87255 2.49034 4.29731 0.00
H 1.04598 1.31162 5.62074 0.00
H 2.46166 2.15388 5.00382 0.00
H -1.21954 1.33414 4.75286 0.00
H -1.94847 -0.11966 4.04348 0.00
H -0.34387 -0.24733 4.80537 0.00
H -1.05323 1.51545 1.07147 0.00
H -1.29953 -0.32113 1.27787 0.00
H -2.32265 0.86065 2.13159 0.00
```


[5]
Below is a cluster of 2 separate species, C18H35N10O5 in total at a distorted geometry, with properties calculated with ωB97M-V/def2-TZVPD.

Its HOMO energy is -0.357 Ha. As for the net charge: +1. The calculation puts the LUMO energy at -2.20 eV.

XYZ file:
```
68
Properties=species:S:1:pos:R:3:mulliken_charge:R:1
O -0.23392 2.23983 -2.50091 -0.80
O -3.15126 -6.54079 -0.67971 -0.62
O -4.87635 -3.19392 1.06731 -0.71
N 3.60969 1.36884 -2.48834 -0.60
O 3.83594 7.35040 0.27034 -0.52
O 0.63178 5.63469 0.95649 -0.65
C 0.98475 2.20082 -2.63755 -0.40
C -2.36616 -6.63951 0.25179 0.65
C -4.32845 -4.26951 1.26569 0.02
C 2.77638 0.85906 -3.33280 0.28
C 3.16668 2.39086 -1.68218 0.30
C 1.86888 2.85895 -1.68309 0.39
C -1.12198 0.04571 0.28690 0.84
N 3.28054 -0.13674 -4.08493 -0.45
N -0.15229 0.13590 -0.56874 -0.03
N 1.47893 1.24740 -3.47477 -0.01
N -5.10678 -5.27473 1.68732 -0.15
N -1.22934 -0.97206 1.12291 -0.16
N 4.11798 2.93684 -0.85879 -0.18
N 1.46496 3.91485 -0.82949 -0.38
N -2.12763 -5.65443 1.12645 -0.05
N -1.99581 1.00946 0.26555 -0.35
C -1.61585 -7.93114 0.47614 -1.31
C -4.78551 -6.58892 2.24569 -0.79
C 2.10451 8.10254 1.73737 -1.46
C -0.40604 -2.20214 1.11470 -1.32
C 3.80982 4.06861 0.04246 -0.92
C -0.77755 -3.14650 -0.04467 -0.28
C 2.43144 7.23154 0.52487 0.19
C 2.05356 5.75804 0.77835 -0.03
C 2.53524 4.84597 -0.38457 0.28
C -2.27393 -3.50792 -0.08695 -1.10
C -2.78007 -4.32646 1.13041 -0.08
H 4.08019 8.28541 0.14605 0.37
H 0.41291 4.68925 1.03427 0.34
H 4.28514 -0.21944 -3.95046 0.29
H 2.94143 -0.19039 -5.03814 0.24
H 0.59382 -0.53252 -0.55936 0.21
H -0.14437 0.92293 -1.20586 -0.01
H 0.84723 0.74786 -4.08265 0.27
H -6.08735 -5.03955 1.65217 0.29
H -2.01410 -0.95330 1.75390 0.26
H 5.08273 2.71559 -1.09117 0.29
H 0.58310 4.37331 -1.07987 0.37
H -1.46457 -5.86134 1.85700 0.30
H -1.89110 1.73975 -0.42272 0.18
H -2.80341 0.98907 0.86167 0.19
H -1.86927 -8.33192 1.45566 0.35
H -0.54467 -7.74934 0.41028 0.37
H -1.91090 -8.64654 -0.29142 0.33
H -5.59730 -6.91160 2.90086 0.37
H -3.86900 -6.55402 2.83412 0.28
H -4.68992 -7.31958 1.43978 0.24
H 2.65605 7.75979 2.61814 0.34
H 1.03409 8.05958 1.96068 0.34
H 2.37058 9.14499 1.54016 0.43
H -0.54099 -2.72930 2.06031 0.50
H 0.65225 -1.94503 1.03751 0.36
H 4.65632 4.76278 0.07193 0.44
H 3.67190 3.66723 1.05143 0.26
H -0.18302 -4.05733 0.03324 0.43
H -0.51833 -2.66631 -0.98872 0.35
H 1.86814 7.59563 -0.34197 0.29
H 2.53135 5.44096 1.71102 0.31
H 2.80019 5.46872 -1.24631 0.33
H -2.46665 -4.07081 -1.00089 0.42
H -2.84247 -2.58277 -0.17692 0.54
H -2.45215 -3.81733 2.03301 0.52
```


[6]
Below is a structure of composition C18H36As3AuF3N4S, with properties calculated with ωB97M-V/def2-TZVPD.

Its HOMO energy is -0.560 Ha. As for the net charge: +3. The calculation puts the LUMO energy at -10.29 eV.

XYZ file:
```
66
Properties=species:S:1:pos:R:3:mulliken_charge:R:1
Au 0.39100 -0.47671 0.74156 0.29
C -2.94916 -0.89813 1.83082 -1.17
As -1.17097 -0.90669 2.56175 0.75
C -1.06395 0.53626 3.83080 -1.22
C -0.92699 -2.50078 3.64494 -1.72
C -0.46388 -3.81753 2.99967 2.49
C -1.33913 -4.16008 1.79766 -1.52
C 1.01777 -3.69472 2.62021 -1.00
As 1.48872 -2.65210 1.06234 0.49
C 3.37815 -2.32581 1.23272 -1.13
C 1.27426 -3.77061 -0.49437 -1.25
C -0.56822 -4.88773 4.10552 -2.03
As -0.30955 -6.87224 3.87813 0.37
C -1.96282 -7.32230 2.92696 -1.09
C 0.92049 -7.05274 2.34837 -1.04
H -3.64594 -1.09116 2.64712 0.50
H -3.05801 -1.66829 1.07106 0.38
H -3.13893 0.08844 1.41342 0.38
H -1.71101 0.26460 4.66639 0.46
H -1.41743 1.46495 3.39014 0.47
H -0.04212 0.64709 4.18833 0.43
H -1.92455 -2.63081 4.07726 0.69
H -0.26196 -2.20360 4.45900 0.54
H -1.32790 -3.36507 1.03862 0.02
H -2.37572 -4.30941 2.10368 0.46
H -1.00670 -5.07885 1.31869 0.16
H 1.42534 -4.67973 2.38386 0.06
H 1.60385 -3.29103 3.44934 0.58
H 3.86422 -3.29033 1.38525 0.49
H 3.57206 -1.68493 2.09086 0.42
H 3.76422 -1.86604 0.32545 0.35
H 1.60486 -4.77186 -0.21439 0.46
H 1.91054 -3.40364 -1.29685 0.48
H 0.23570 -3.81134 -0.81305 0.40
H -1.57320 -4.84339 4.53742 0.59
H 0.11256 -4.61182 4.91620 0.49
H -2.81983 -6.98582 3.51009 0.33
H -2.01155 -8.40940 2.87506 0.40
H -2.02719 -6.92887 1.91412 0.30
H 1.93666 -6.76846 2.62458 0.34
H 0.60549 -6.53586 1.43941 0.18
H 0.94332 -8.11937 2.12355 0.44
N -1.52061 -0.03497 -1.55563 -0.47
N -1.29664 1.32104 -1.83564 -0.28
C -0.91313 2.18581 -0.89720 0.96
N -0.91908 3.47405 -1.18495 -0.42
S -0.48089 1.76701 0.72917 -0.51
H -1.22714 -0.56731 -2.36828 0.29
H -2.52022 -0.18787 -1.43928 0.29
H -1.62831 1.68645 -2.72181 0.23
H -1.31609 3.84313 -2.03899 0.23
H -0.58262 4.14419 -0.50902 0.22
F 4.69416 0.46522 -4.76482 -0.25
C 4.88924 1.05722 -3.59147 0.67
F 4.89066 2.37834 -3.76359 -0.22
F 6.07157 0.68505 -3.10501 -0.21
C 3.79551 0.67706 -2.60143 0.30
C 3.77442 1.28070 -1.35168 -0.93
C 2.78490 0.92414 -0.45966 -0.40
N 1.84915 0.00758 -0.76597 0.40
C 1.87198 -0.57276 -1.97507 -0.38
C 2.82837 -0.26285 -2.92161 -0.93
H 4.51376 2.02017 -1.07272 0.53
H 2.72688 1.37805 0.52067 0.51
H 1.10227 -1.30512 -2.17924 0.79
H 2.81842 -0.74769 -3.88819 0.59
```


Number 1: E_tot -1619.285154 hartree. Number 2: E_tot -932.019460 hartree. Number 3: E_tot -3807.044759 hartree. Number 4: E_tot -1979.454161 hartree. Number 5: E_tot -1630.552573 hartree. Number 6: E_tot -8466.357615 hartree.